Entry 1:
C4H8O2 | ωB97M-V/def2-TZVPD

Properties
DFT total energy (eV): -8371.570
Largest force on an atom (eV Å⁻¹): 0.40
Structure (SMILES): C/C=C(\O)OC
LUMO level (eV): 0.78

Each line ends with the natural charge from an NBO analysis.
Atoms and positions in Å:
C: 1.159 1.264 1.591  -0.6321
C: 0.455 -0.005 1.205  -0.3994
C: -0.034 -0.260 -0.013  0.5936
O: 0.210 0.481 -1.130  -0.7012
O: -0.846 -1.315 -0.243  -0.5028
C: -1.486 -1.384 -1.510  -0.2535
H: 2.211 1.124 1.866  0.2076
H: 1.112 2.024 0.799  0.1946
H: 0.660 1.705 2.462  0.2191
H: 0.252 -0.738 1.978  0.2183
H: 1.044 0.947 -0.991  0.4948
H: -2.151 -2.248 -1.452  0.1950
H: -2.077 -0.483 -1.712  0.1820
H: -0.761 -1.519 -2.321  0.1841

Cartesian forces, eV/Å:
0.068 0.075 0.005
-0.139 -0.074 -0.145
0.118 0.008 0.381
0.123 0.051 0.049
0.133 0.066 -0.009
-0.139 -0.039 -0.248
-0.113 -0.021 -0.078
0.040 -0.124 0.126
0.106 -0.023 -0.106
-0.109 0.106 -0.099
-0.197 0.026 -0.046
0.141 0.132 -0.032
0.112 -0.174 0.064
-0.142 -0.010 0.139


Entry 2:
C3H40NO16 | ωB97M-V/def2-TZVPD

Properties
DFT total energy (eV): -37999.390
Largest force on an atom (eV Å⁻¹): 5.49
Charge: +1
LUMO level (eV): -2.86

Each line ends with the natural charge from an NBO analysis.
Atoms and positions in Å:
C: 2.765 0.624 1.609  -0.7063
C: 1.369 0.723 2.203  0.1017
C: 1.236 0.957 3.473  -0.3562
N: 0.307 0.388 1.268  -0.7227
H: 3.372 1.624 1.426  0.2654
H: 3.696 0.297 2.266  0.2563
H: 2.985 0.096 0.764  0.2372
H: 0.496 1.376 4.066  0.2296
H: 2.148 1.030 4.275  0.2352
H: 0.305 1.159 0.550  0.4317
H: -0.581 0.417 1.685  0.4627
H: 0.406 -0.458 0.696  0.4768
H: 0.403 -2.027 3.213  0.4834
H: 1.891 -2.339 2.592  0.4786
O: 1.166 -2.653 3.109  -0.9683
H: -4.107 -0.899 -0.845  0.4589
H: -4.278 -0.593 0.699  0.4820
O: -4.353 -1.239 0.067  -0.9475
H: -0.262 4.975 1.349  0.4923
H: 1.055 4.369 1.454  0.4856
O: 0.184 4.002 1.424  -0.9468
H: 0.223 3.399 -0.281  0.5063
H: 1.184 4.156 -1.511  0.5082
O: 0.864 3.320 -1.079  -1.0358
H: 0.252 -2.132 0.159  0.4753
H: 1.480 -2.328 -0.718  0.4899
O: 1.131 -1.951 0.067  -0.9409
H: 0.882 -0.422 -4.058  0.5001
H: 1.198 -1.676 -3.235  0.4839
O: 0.546 -1.336 -3.830  -0.9897
H: -2.621 0.968 -2.074  0.4962
H: -1.454 1.819 -1.343  0.4727
O: -2.108 1.773 -1.985  -0.9413
H: 1.698 -3.541 -1.465  0.4518
H: 1.266 -4.065 -2.847  0.4973
O: 1.048 -3.565 -2.107  -0.9371
H: -4.651 1.522 1.041  0.4784
H: -3.490 1.764 0.497  0.4867
O: -3.835 1.101 1.160  -0.9483
H: -2.564 1.239 2.779  0.5086
H: -2.582 -0.349 3.033  0.5033
O: -2.043 0.439 2.971  -0.9915
H: -1.746 -3.338 2.873  0.5129
H: -1.552 -2.247 4.060  0.4990
O: -1.597 -2.370 3.085  -0.9982
H: 3.732 -2.394 -1.135  0.4803
H: 3.939 -1.307 -2.266  0.4976
O: 3.341 -1.970 -1.845  -0.9728
H: -1.355 -1.064 -4.742  0.4964
H: -1.256 -1.606 -3.138  0.5017
O: -1.871 -1.067 -3.782  -1.0036
H: -0.757 1.277 -2.950  0.4753
H: -0.951 0.968 -4.438  0.4725
O: -0.370 1.322 -3.794  -0.9666
H: -1.630 -1.033 0.781  0.4762
H: -2.196 -1.018 -0.603  0.4971
O: -1.636 -0.551 0.005  -0.9690
H: 3.441 0.781 -1.790  0.4572
H: 2.490 2.036 -1.579  0.5010
O: 3.344 1.620 -1.260  -0.9611

Cartesian forces, eV/Å:
3.960 2.598 2.782
3.130 -1.659 -0.790
2.941 1.076 3.507
1.495 3.039 -1.563
-2.276 -1.167 -0.070
-2.600 -0.153 -0.130
-0.522 -1.469 -2.501
-2.610 -0.155 0.274
-1.500 -0.315 -2.885
-0.078 -0.868 0.505
-2.062 0.012 1.374
0.925 -0.153 0.190
1.526 -0.663 -0.665
0.280 0.869 -0.505
-1.593 -0.342 1.077
-0.898 -0.282 2.074
0.537 2.813 1.729
-0.070 -3.185 -4.311
0.701 -3.571 0.313
1.678 -0.384 0.121
-2.643 3.891 -0.108
1.935 1.124 -1.873
-1.118 -1.016 1.142
-0.629 -0.182 0.433
-3.559 -1.604 -0.179
-0.154 0.474 -1.070
3.351 1.739 1.541
-0.907 -1.128 0.463
0.752 -0.677 0.586
1.413 1.504 -0.881
0.505 -0.350 0.470
1.414 -0.651 2.060
-2.553 1.167 -1.692
2.367 -1.235 0.993
1.039 -1.392 -1.700
-3.466 1.476 0.175
-3.355 0.275 0.841
1.199 -1.395 0.558
1.774 1.991 -1.401
-0.269 -0.996 0.099
-0.545 0.027 -0.149
1.252 0.784 0.168
0.332 1.641 0.799
-0.185 -0.634 -0.890
-0.407 -0.824 0.149
1.943 -0.928 2.090
-0.399 -1.219 0.849
-1.129 2.159 -2.882
-1.861 -0.500 4.227
-1.352 1.703 -2.638
1.661 -1.298 -1.538
-1.164 -0.179 0.846
-1.096 -0.414 -0.349
3.219 0.978 -1.576
-0.730 -1.769 2.623
-0.474 -0.530 -0.211
1.038 1.832 -2.445
-0.314 1.535 0.787
1.215 -0.626 0.532
-1.062 -0.797 -1.376